A molecular structure, H3NP2S, computed with wB97M-V/def2-TZVPD.

For the LUMO energy, the calculation gives 0.0006 Eh. The value obtained for the HOMO-LUMO gap is 8.27 eV. The largest force on an atom comes out at 3.7 eV/Å. The calculation puts the HOMO energy at -8.25 eV. As for the total charge: 0. The value obtained for the energy above the lowest of the compared OMol25 structures with the same formula, charge and spin is 0.834 eV.

Last column: Mulliken charge in e.
Atoms and positions in Å:
1 P -0.004 1.006 -0.840  0.1494
2 P 0.138 -1.265 0.591  0.1018
3 N -0.264 0.426 0.864  -0.4324
4 H 1.475 -1.310 0.447  0.0526
5 H -1.231 1.423 -1.155  0.0649
6 H 0.307 0.764 1.564  0.2853
7 S -0.421 -1.045 -1.472  -0.2218